Entry 1:
Molecular formula: C3H8S2
Method: DFT, ωB97M-V/def2-TZVPD

Properties
⟨S²⟩   0.7606
HOMO-LUMO gap (spin up / spin down)   7.905 / 6.216 eV
HOMO (spin up / spin down)   -14.73 / -14.55 eV
Relative energy (zero: lowest compared OMol25 entry of this formula, charge and spin)   154.1 kJ/mol

Geometry as ORCA input:
```
! RIJCOSX wB97M-V def2-TZVPD def2/J DEFGRID3
* xyz 1 2
C 2.41 0.36 -0.54
C 0.93 0.80 -0.26
S 0.29 -0.39 0.90
S -1.97 0.58 0.58
C -2.78 -0.95 0.54
H 3.01 1.05 -1.14
H 3.02 0.29 0.35
H 2.45 -0.65 -0.95
H 0.45 0.78 -1.22
H 0.93 1.77 0.17
H -2.08 -1.78 0.34
H -3.45 -0.66 -0.30
H -3.22 -1.20 1.53
*
```

Results of the Mulliken charge analysis, in e, for atoms 1 through 5:
1. C -1.3636
2. C -0.2538
3. S 0.0625
4. S 0.2530
5. C -0.6973

Entry 2:
Molecular formula: C64H96F18N19O38S18
Method: DFT, ωB97M-V/def2-TZVPD

Properties
HOMO-LUMO gap   7.588 eV
HOMO   -11.27 eV

Geometry as ORCA input:
```
! RIJCOSX wB97M-V def2-TZVPD def2/J DEFGRID3
* xyz 1 1
C -6.15 -3.01 5.85
C -6.43 -2.04 6.97
N -7.30 -0.86 6.73
C -8.65 -1.32 6.33
C -7.39 -0.15 8.03
C -7.92 1.28 7.95
C -6.75 -0.11 5.56
C -5.29 0.34 5.73
O -5.20 1.16 6.89
C -3.88 1.82 6.96
H -7.00 -3.49 5.40
H -5.47 -3.80 6.25
H -5.66 -2.50 5.05
H -5.53 -1.70 7.48
H -7.01 -2.60 7.72
H -9.27 -0.44 6.15
H -9.12 -1.95 7.09
H -8.53 -1.86 5.42
H -6.37 -0.10 8.44
H -7.98 -0.77 8.66
H -8.21 1.54 8.99
H -8.97 1.27 7.61
H -7.22 1.97 7.50
H -7.36 0.79 5.46
H -6.89 -0.79 4.71
H -5.12 0.88 4.82
H -4.54 -0.43 5.81
H -4.06 2.85 7.26
H -3.39 1.88 5.94
H -3.22 1.23 7.67
C 8.06 3.66 3.80
C 7.10 3.39 2.63
N 5.99 4.50 2.46
C 6.81 5.69 1.99
C 5.04 4.12 1.29
C 3.96 5.11 1.11
C 5.25 4.66 3.79
C 4.78 3.35 4.43
O 4.16 2.53 3.50
C 3.42 1.44 4.04
H 8.59 4.61 3.75
H 8.86 2.89 3.84
H 7.50 3.70 4.70
H 6.56 2.49 2.90
H 7.66 3.31 1.66
H 7.09 5.49 0.94
H 7.69 5.79 2.59
H 6.19 6.58 1.97
H 4.68 3.15 1.50
H 5.73 4.12 0.45
H 3.21 4.74 0.38
H 4.27 6.16 0.82
H 3.34 5.27 1.92
H 4.40 5.29 3.59
H 5.85 5.26 4.45
H 4.06 3.54 5.23
H 5.64 2.88 4.82
H 4.02 0.68 4.61
H 3.04 0.95 3.13
H 2.61 1.77 4.69
C -3.63 -9.02 -1.82
N -2.46 -8.36 -1.28
C -1.48 -7.97 -2.15
C -0.35 -7.45 -1.64
C -0.29 -7.13 -0.26
C -1.31 -7.49 0.61
C -2.35 -8.23 0.05
C 0.96 -6.63 0.41
C 2.20 -7.20 0.05
C 3.40 -6.74 0.54
N 3.33 -5.86 1.56
C 2.16 -5.37 2.01
C 0.94 -5.66 1.41
C 4.58 -5.09 2.09
H -4.50 -8.48 -1.41
H -3.80 -10.05 -1.42
H -3.66 -9.02 -2.94
H -1.87 -8.04 -3.21
H 0.48 -7.14 -2.34
H -1.21 -7.41 1.66
H -3.11 -8.58 0.69
H 2.20 -7.84 -0.78
H 4.40 -7.02 0.14
H 2.14 -4.55 2.72
H 0.12 -5.13 1.94
H 4.52 -5.15 3.19
H 4.57 -4.10 1.60
H 5.44 -5.69 1.78
C 2.97 0.73 -3.41
N 2.12 0.15 -2.36
C 1.31 -0.83 -2.82
C 0.26 -1.20 -2.01
C 0.03 -0.66 -0.74
C 0.96 0.30 -0.31
C 1.88 0.80 -1.20
C -1.01 -1.19 0.18
C -1.67 -2.44 -0.08
C -2.71 -2.82 0.79
N -3.00 -2.08 1.90
C -2.28 -1.00 2.23
C -1.25 -0.55 1.40
C -4.01 -2.57 2.92
H 3.48 -0.09 -3.99
H 3.80 1.31 -2.93
H 2.35 1.30 -4.08
H 1.54 -1.22 -3.80
H -0.41 -1.90 -2.44
H 0.78 0.82 0.63
H 2.40 1.73 -1.12
H -1.57 -3.00 -0.96
H -3.40 -3.63 0.42
H -2.53 -0.49 3.14
H -0.81 0.42 1.55
H -3.43 -3.18 3.63
H -4.76 -3.15 2.40
H -4.60 -1.70 3.25
C -2.99 -2.47 -5.43
N -3.18 -1.55 -4.29
C -4.40 -1.25 -3.73
C -4.57 -0.17 -2.96
C -3.49 0.68 -2.69
C -2.21 0.32 -3.11
C -2.12 -0.80 -3.97
C -3.60 1.85 -1.75
C -2.96 1.70 -0.49
C -2.90 2.85 0.33
N -3.58 3.95 -0.08
C -4.19 4.13 -1.25
C -4.20 3.06 -2.11
C -3.56 5.11 0.87
H -3.62 -3.31 -5.40
H -1.93 -2.83 -5.51
H -3.15 -1.89 -6.34
H -5.24 -1.90 -3.93
H -5.62 -0.13 -2.58
H -1.45 1.08 -3.00
H -1.26 -1.06 -4.55
H -2.50 0.74 -0.27
H -2.34 2.90 1.24
H -4.81 5.02 -1.40
H -4.71 3.03 -3.09
H -4.49 5.58 0.81
H -2.71 5.69 0.61
H -3.49 4.72 1.91
C 1.29 6.74 -6.59
N 2.46 5.76 -6.71
C 2.13 4.48 -6.38
C 3.17 3.57 -6.30
C 4.51 3.95 -6.42
C 4.76 5.27 -6.75
C 3.72 6.14 -6.92
C 5.59 2.86 -6.21
C 5.26 1.60 -6.55
C 6.11 0.58 -6.29
N 7.27 0.79 -5.65
C 7.57 2.01 -5.20
C 6.76 3.11 -5.51
C 8.12 -0.39 -5.37
H 0.78 6.79 -7.56
H 1.73 7.67 -6.26
H 0.68 6.46 -5.69
H 1.16 4.20 -6.13
H 2.92 2.59 -5.86
H 5.74 5.64 -7.06
H 3.86 7.23 -7.21
H 4.31 1.44 -7.04
H 5.98 -0.39 -6.75
H 8.48 2.11 -4.61
H 7.00 4.08 -5.17
H 8.61 -0.25 -4.38
H 8.93 -0.47 -6.15
H 7.53 -1.33 -5.39
N -6.71 -0.20 1.36
S -6.56 -1.04 0.01
O -7.25 -0.48 -1.11
O -6.56 -2.43 0.24
F -5.03 -0.66 -0.41
S -6.57 1.36 1.57
O -7.18 1.62 2.81
O -6.71 2.24 0.50
F -4.89 1.46 1.86
N -0.26 2.96 2.44
S 0.99 3.83 2.07
O 1.94 2.99 1.37
O 1.42 4.71 3.08
F 0.52 4.72 0.94
S -1.21 3.07 3.78
O -0.62 2.92 4.98
O -2.40 2.36 3.48
F -1.61 4.59 3.66
N 7.06 4.83 -2.93
S 8.37 4.73 -2.14
O 8.29 4.50 -0.71
O 9.33 5.66 -2.65
F 8.91 3.22 -2.65
S 5.63 4.80 -2.24
O 5.43 5.93 -1.35
O 5.18 3.50 -1.94
F 5.01 5.23 -3.61
N 0.76 -0.52 -6.47
S 0.66 -1.57 -7.61
O -0.68 -1.78 -7.98
O 1.54 -2.64 -7.32
F 1.33 -0.83 -8.91
S 0.06 0.83 -6.34
O 0.40 1.83 -7.28
O 0.16 1.16 -4.91
F -1.55 0.59 -6.65
N -4.59 -7.37 1.71
S -5.82 -8.36 2.21
O -6.10 -8.24 3.59
O -5.50 -9.62 1.60
F -6.99 -7.88 1.33
S -3.95 -6.26 2.53
O -4.95 -5.25 2.96
O -2.84 -5.75 1.80
F -3.40 -6.84 3.86
N 0.18 -1.30 5.09
S 0.48 -2.52 4.22
O 1.79 -2.53 3.57
O -0.66 -2.93 3.43
F 0.58 -3.67 5.31
S -1.05 -1.00 6.07
O -2.22 -1.69 5.67
O -0.97 0.36 6.40
F -0.60 -1.74 7.36
N 5.22 -0.51 -1.46
S 6.41 0.38 -1.80
O 6.15 1.09 -3.04
O 7.70 -0.24 -1.78
F 6.38 1.43 -0.69
S 5.42 -1.48 -0.18
O 6.69 -2.12 -0.22
O 4.25 -2.23 0.01
F 5.52 -0.49 1.01
N -1.30 4.89 -2.15
S -0.44 3.90 -3.04
O -0.14 2.70 -2.30
O 0.65 4.50 -3.82
F -1.47 3.59 -4.24
S -1.69 6.27 -2.76
O -0.81 7.07 -3.57
O -2.55 6.99 -1.87
F -2.96 5.70 -3.82
N -1.48 -3.98 -3.42
S -2.66 -4.86 -2.96
O -3.02 -6.10 -3.66
O -3.77 -3.92 -2.82
F -2.25 -5.35 -1.51
S -0.14 -4.77 -3.90
O -0.31 -5.69 -4.98
O 0.65 -5.12 -2.74
F 0.64 -3.53 -4.48
*
```

Results of the Mulliken charge analysis, in e, for atoms 1 through 5:
1. C -0.6306
2. C -0.4573
3. N 0.2644
4. C -1.0733
5. C -0.4242

Entry 3:
Molecular formula: C3H10NS
Method: DFT, ωB97M-V/def2-TZVPD

Properties
HOMO-LUMO gap   8.663 eV
HOMO   -14.08 eV
Relative energy (zero: lowest compared OMol25 entry of this formula, charge and spin)   311.8 kJ/mol

Geometry as ORCA input:
```
! RIJCOSX wB97M-V def2-TZVPD def2/J DEFGRID3
* xyz 1 1
C 1.27 0.30 1.12
N 2.32 0.04 0.27
H 1.31 -0.53 1.82
H 1.12 1.27 1.60
H 2.71 0.83 -0.23
H 3.02 -0.59 0.61
C -0.36 0.79 -1.64
S -0.54 0.04 0.27
C -2.23 -1.17 -0.24
H -1.41 1.03 -1.77
H -0.07 0.02 -2.36
H 0.19 1.71 -1.64
H -2.73 -1.94 0.36
H -2.95 -0.40 -0.47
H -1.88 -1.73 -1.10
*
```

Results of the Mulliken charge analysis, in e, for atoms 1 through 5:
1. C -0.3724
2. N -0.3646
3. H 0.3777
4. H 0.3273
5. H 0.2297

Entry 4:
Molecular formula: C26H32N11NaO2PS3
Method: DFT, ωB97M-V/def2-TZVPD

Properties
HOMO-LUMO gap   6.794 eV
HOMO   -4.66 eV
Relative energy (zero: lowest compared OMol25 entry of this formula, charge and spin)   11.0 kJ/mol

Geometry as ORCA input:
```
! RIJCOSX wB97M-V def2-TZVPD def2/J DEFGRID3
* xyz -1 1
Na 1.52 0.82 0.65
N 2.11 5.59 -0.45
C 1.94 4.23 -0.41
S 0.86 3.61 0.78
N 2.66 3.59 -1.31
N 2.57 2.24 -1.22
C 3.14 1.59 -2.16
C 3.07 0.12 -2.18
C 3.68 -0.60 -3.20
C 3.59 -1.98 -3.20
C 2.90 -2.61 -2.18
C 2.32 -1.82 -1.20
N 2.39 -0.49 -1.19
H 1.41 6.14 0.02
H 2.55 5.96 -1.28
H 3.66 2.10 -2.97
H 4.21 -0.07 -3.98
H 4.05 -2.56 -3.99
H 2.81 -3.68 -2.13
H 1.78 -2.26 -0.37
O 3.44 -3.06 2.12
C 2.65 -3.44 3.14
C 2.94 -4.65 3.78
C 2.15 -5.09 4.83
C 1.07 -4.33 5.27
C 0.79 -3.13 4.64
C 1.56 -2.67 3.57
C 1.23 -1.39 2.86
O 2.02 -1.00 1.93
N 0.12 -0.81 3.24
N -0.19 0.31 2.49
C -1.33 0.78 2.81
S -2.30 0.03 4.11
C -3.73 1.12 3.87
C -3.23 2.46 3.36
S -2.10 2.13 1.99
H 3.07 -2.17 1.84
H 3.78 -5.23 3.42
H 2.39 -6.03 5.31
H 0.46 -4.67 6.09
H -0.04 -2.52 4.95
H -4.23 1.22 4.84
H -4.42 0.67 3.16
H -2.70 3.00 4.15
H -4.04 3.08 2.98
N -1.83 -2.22 1.43
C -1.12 -3.38 1.29
C -0.76 -3.43 -0.02
N -1.21 -2.31 -0.69
C -1.84 -1.60 0.23
H -2.08 -1.80 2.32
H -0.91 -4.03 2.13
H -0.20 -4.20 -0.53
H -2.28 -0.63 0.07
C -2.90 0.58 -2.48
N -1.98 1.24 -1.57
C -2.21 2.68 -1.61
N -2.11 3.25 -2.96
C -3.03 2.53 -3.83
N -2.84 1.08 -3.86
C -1.55 0.73 -4.47
P -0.06 1.44 -3.61
C -0.58 0.93 -1.89
C -0.73 3.17 -3.46
H -3.92 0.75 -2.11
H -2.69 -0.49 -2.48
H -1.48 3.18 -0.96
H -3.22 2.88 -1.24
H -2.93 2.92 -4.85
H -4.04 2.73 -3.48
H -1.56 1.08 -5.51
H -1.46 -0.35 -4.50
H 0.05 1.48 -1.19
H -0.41 -0.14 -1.75
H -0.67 3.66 -4.43
H -0.07 3.72 -2.78
*
```

Results of the Mulliken charge analysis, in e, for atoms 1 through 5:
1. Na 0.8694
2. N -0.4475
3. C 0.4204
4. S -0.4333
5. N -1.4301

Entry 5:
Molecular formula: H28O14
Method: DFT, ωB97M-V/def2-TZVPD

Properties
HOMO-LUMO gap   10.178 eV
HOMO   -10.55 eV
Relative energy (zero: lowest compared OMol25 entry of this formula, charge and spin)   382.9 kJ/mol

Geometry as ORCA input:
```
! RIJCOSX wB97M-V def2-TZVPD def2/J DEFGRID3
* xyz 0 1
H -0.47 -0.41 0.51
H 0.72 0.48 0.17
H -4.50 0.97 1.00
H -4.87 -0.45 1.37
H 2.50 -4.24 -1.39
H 2.23 -2.96 -2.16
H -2.76 1.41 -1.33
H -1.88 0.20 -1.11
H 1.34 -0.57 1.73
H 2.17 0.59 2.24
H -1.14 -2.87 -1.89
H 0.09 -2.01 -2.12
H 5.52 -1.41 -0.81
H 4.41 -0.46 -1.26
H -1.46 2.77 -2.65
H -1.65 1.36 -3.16
H 0.97 -3.65 1.44
H 1.98 -2.80 2.20
H 5.02 2.97 0.40
H 4.58 1.91 -0.60
H -1.68 -1.22 3.06
H -1.03 -2.49 3.59
H -4.66 -1.84 -1.43
H -3.19 -1.73 -1.06
H 1.12 4.37 0.29
H 1.15 5.87 0.04
H -1.19 2.44 1.18
H -1.43 2.92 2.60
O -0.21 0.51 0.44
O -5.26 0.39 1.11
O 2.68 -3.29 -1.37
O -2.74 0.46 -1.46
O 1.51 0.37 1.58
O -0.82 -2.11 -2.40
O 4.57 -1.25 -0.72
O -1.44 2.25 -3.46
O 1.22 -2.74 1.61
O 4.28 2.39 0.19
O -1.25 -1.58 3.84
O -3.80 -2.25 -1.60
O 1.24 5.02 -0.41
O -1.89 2.70 1.78
*
```

Results of the Mulliken charge analysis, in e, for atoms 1 through 5:
1. H 0.1811
2. H 0.3764
3. H 0.3125
4. H 0.2902
5. H 0.2863

What did the third record say?
Molecular formula: C3H10NS
Method: DFT, ωB97M-V/def2-TZVPD

Properties
HOMO-LUMO gap   8.663 eV
HOMO   -14.08 eV
Relative energy (zero: lowest compared OMol25 entry of this formula, charge and spin)   311.8 kJ/mol

Geometry as ORCA input:
```
! RIJCOSX wB97M-V def2-TZVPD def2/J DEFGRID3
* xyz 1 1
C 1.27 0.30 1.12
N 2.32 0.04 0.27
H 1.31 -0.53 1.82
H 1.12 1.27 1.60
H 2.71 0.83 -0.23
H 3.02 -0.59 0.61
C -0.36 0.79 -1.64
S -0.54 0.04 0.27
C -2.23 -1.17 -0.24
H -1.41 1.03 -1.77
H -0.07 0.02 -2.36
H 0.19 1.71 -1.64
H -2.73 -1.94 0.36
H -2.95 -0.40 -0.47
H -1.88 -1.73 -1.10
*
```

Results of the Mulliken charge analysis, in e, for atoms 1 through 5:
1. C -0.3724
2. N -0.3646
3. H 0.3777
4. H 0.3273
5. H 0.2297

Q: What is the formula in the fifth record?
A: H28O14